ORCA calculation (ωB97M-V with the def2-TZVPD basis set) on C3H9NOSi2 as an isolated structure at a distorted geometry.

```
16
Properties=species:S:1:pos:R:3:forces:R:3
C 0.228161 -1.045950 -1.068566 3.520 0.200 0.944
C 0.585073 -0.388806 0.818820 0.698 1.492 1.245
C -0.441887 -1.335951 0.189020 -0.122 -0.629 1.945
N 1.082609 -0.040689 -0.493132 -1.078 -1.015 -1.517
O 0.405277 -1.644689 -2.062575 -0.687 -0.690 -2.602
Si -2.150014 -0.580835 0.091882 -0.073 1.328 0.390
Si 1.860223 1.389222 -1.006192 1.223 0.943 1.241
H 0.241165 0.518001 1.325938 -0.381 -0.292 0.355
H 1.389762 -0.820114 1.437756 -0.499 -0.284 -0.160
H -0.312440 -2.361419 0.639386 -0.730 0.801 -1.048
H -2.101900 0.953706 0.551107 -0.029 -1.679 -0.618
H -2.740095 -1.395505 1.126474 -1.092 -0.084 0.321
H -2.711554 -0.709048 -1.301743 0.098 0.002 0.661
H 0.805611 2.452539 -1.115154 0.477 -0.061 -0.078
H 2.674853 1.283372 -2.265927 -0.398 -0.071 0.493
H 2.791723 1.637637 0.284580 -0.925 0.041 -1.572
```
Positions in Å, forces in eV/Å.

The value obtained for the energy above the lowest of the compared OMol25 structures with the same formula, charge and spin is 27.4 kJ/mol. Its orbital gap is 10.364 eV. As for the charge: 0.

---

ORCA calculation (ωB97M-V with the def2-TZVPD basis set) on C28H37N8PS5V as an isolated structure.

```
80
Properties=species:S:1:pos:R:3:forces:R:3
V 0.332633 0.345340 0.087392 0.204 -0.532 -0.211
C -2.987388 -1.587161 -3.961850 -0.006 -0.005 -0.003
N -2.420418 -1.513052 -2.625205 -0.001 -0.005 0.008
C -2.628653 -2.414312 -1.615459 -0.009 0.016 -0.017
C -1.916649 -1.961181 -0.542791 0.031 -0.027 0.024
N -1.278628 -0.804413 -0.883685 -0.040 0.045 -0.014
C -1.596771 -0.546538 -2.142709 -0.019 -0.047 0.011
P -1.032207 0.881926 -3.121965 -0.038 0.090 -0.007
C 0.754064 0.600088 -2.941287 0.076 -0.182 -0.142
N 1.314327 -0.117509 -1.981512 -0.056 0.509 0.177
C 2.653436 -0.148709 -2.256443 -0.014 -0.139 -0.013
C 2.897045 0.547363 -3.400680 0.005 -0.017 -0.035
N 1.684652 1.020718 -3.834530 -0.031 -0.008 0.001
C 1.486263 1.938726 -4.940073 -0.006 -0.022 -0.022
C -1.241808 2.151977 -1.849119 -0.044 0.018 0.087
N -0.788801 2.032207 -0.609060 0.034 0.058 -0.129
C -1.171389 3.154020 0.071812 0.039 -0.007 0.030
C -1.863833 3.964441 -0.780995 0.004 0.009 0.016
N -1.909007 3.325343 -1.991894 -0.017 -0.019 -0.048
C -2.491461 3.870385 -3.204067 0.005 -0.001 0.007
H -3.553271 -2.510910 -4.044592 0.001 -0.001 0.006
H -2.198515 -1.589387 -4.711253 0.000 0.000 -0.002
H -3.653855 -0.746037 -4.144090 0.002 0.001 -0.001
H -3.255868 -3.278480 -1.747970 0.002 -0.002 0.000
H -1.808743 -2.386351 0.442288 -0.015 0.026 0.000
H 3.346272 -0.655286 -1.608593 -0.004 0.048 0.042
H 3.810035 0.767145 -3.925860 0.002 -0.001 0.001
H 2.204727 1.714364 -5.724979 0.001 -0.002 0.002
H 1.623635 2.968596 -4.610704 0.001 0.000 -0.001
H 0.481679 1.816786 -5.341102 0.001 0.005 0.006
H -0.896047 3.303277 1.111623 0.029 0.035 0.027
H -2.309333 4.933148 -0.635732 0.000 -0.001 0.004
H -3.453535 4.321880 -2.971713 -0.001 -0.001 0.000
H -2.642293 3.072194 -3.926441 0.003 0.000 -0.002
H -1.836649 4.625855 -3.637760 -0.002 0.004 0.002
C -0.509258 -5.400249 3.111710 0.006 -0.016 0.014
C 0.064313 -4.208777 3.867759 -0.017 0.005 0.025
S -0.079914 -2.628778 2.982466 0.006 -0.036 0.000
C 1.652554 -2.168716 2.742631 -0.043 0.028 0.050
C 2.428606 -3.003369 1.738817 0.066 -0.043 -0.021
S 1.830554 -2.803384 0.034567 -0.034 0.143 0.187
C 1.243514 -4.455907 -0.416005 -0.065 0.031 -0.096
C 0.035097 -5.019504 0.328561 0.022 -0.034 -0.027
S 0.513045 -6.039382 1.762650 -0.010 0.008 0.001
H -1.509457 -5.181457 2.734500 0.001 0.001 -0.010
H -0.611130 -6.244833 3.796713 0.007 0.004 0.000
H 1.114520 -4.380349 4.104734 0.004 0.004 -0.010
H -0.467495 -4.099067 4.815009 -0.009 0.011 -0.008
H 2.159364 -2.176460 3.710247 -0.036 -0.040 0.018
H 1.625323 -1.123897 2.426444 0.075 -0.033 -0.062
H 2.386623 -4.062482 1.987131 0.029 -0.007 0.009
H 3.474448 -2.692710 1.759421 -0.013 0.033 -0.029
H 2.076518 -5.160268 -0.378876 0.026 0.034 0.010
H 0.988980 -4.332428 -1.471665 -0.015 -0.019 0.003
H -0.527813 -5.664375 -0.348690 -0.015 0.017 -0.004
H -0.614716 -4.218305 0.669779 0.026 -0.020 0.031
C 1.564224 5.122025 0.833303 -0.007 -0.016 -0.019
C 1.618237 3.687268 1.334508 0.026 0.039 -0.078
S 0.877694 3.420819 2.890357 -0.056 -0.060 0.074
C 2.201214 2.770829 0.528339 0.059 0.037 -0.048
C 2.720256 3.187621 -0.832400 -0.002 0.021 -0.014
S 2.494974 1.059433 0.960779 -0.092 -0.028 0.109
H 1.066056 5.753865 1.564091 0.000 -0.009 0.009
H 1.024372 5.201237 -0.118924 -0.013 0.001 0.001
H 2.568073 5.522488 0.659060 0.000 -0.006 -0.003
H 3.522059 3.931600 -0.763610 -0.003 0.000 0.012
H 1.929337 3.645650 -1.446453 0.006 -0.024 -0.005
H 3.116091 2.328204 -1.369662 0.007 0.013 0.013
N 0.615110 0.926483 6.570929 -0.035 0.008 0.016
C 0.028804 0.906416 5.582789 0.090 -0.007 0.015
C -0.714107 0.812992 4.360707 -0.058 -0.003 -0.049
C -2.093127 0.782619 4.375505 0.027 0.006 0.031
C -2.770863 0.636005 3.170345 -0.006 -0.001 -0.050
C -2.028711 0.476833 2.020120 -0.016 -0.008 0.067
N -0.689412 0.491341 1.993235 0.011 0.098 0.073
C -0.030650 0.734857 3.137827 -0.081 -0.005 -0.051
H -2.627875 0.865823 5.312317 0.004 0.000 0.002
H -3.850315 0.621323 3.128763 0.002 -0.002 0.000
H -2.515908 0.324476 1.064648 -0.013 0.008 0.005
H 1.047171 0.758042 3.086507 0.006 0.025 0.007
```
Positions in Å, forces in eV/Å.

The value obtained for the energy above the lowest of the compared OMol25 structures with the same formula, charge and spin is 146.3 kJ/mol. As for the expectation value of S²: 3.762. Its orbital gap (spin up / spin down) is 4.828 / 4.842 eV. As for the charge: 0. As for the multiplicity: 4.

---

ORCA calculation (ωB97M-V with the def2-TZVPD basis set) on a 2-piece molecular cluster, C5H14O overall at a distorted geometry.

```
20
Properties=species:S:1:pos:R:3:forces:R:3
C -2.839369 -1.970974 -0.764387 -3.223 4.433 -0.046
C -1.500950 -2.296374 -1.147345 5.409 -3.780 1.004
C -0.467284 -1.618437 -0.083461 0.173 -0.998 2.190
C -0.000353 -0.115357 -0.403614 -0.168 -3.597 -2.738
C -1.015484 0.816142 0.130757 0.628 1.021 2.634
H -3.279338 -1.356050 -1.655379 0.034 -1.191 1.668
H -3.502806 -2.731306 -0.457649 -0.674 -1.142 -0.089
H -2.880984 -1.215728 0.133079 0.077 -1.511 -1.729
H -1.220275 -3.540720 -1.198187 -1.050 3.230 0.639
H -1.254466 -2.095987 -2.190207 0.081 0.706 0.197
H -1.043174 -1.485099 0.906991 0.294 -0.237 -1.521
H 0.315646 -2.376140 0.430792 -0.984 1.694 -2.185
H 0.939509 0.048364 0.053594 1.071 0.233 0.328
H 0.176767 -0.094594 -1.570590 -0.472 0.354 2.186
H -0.768563 1.015125 1.244346 -0.250 -0.142 -1.612
H -0.954057 1.748110 -0.375537 -0.337 1.001 -0.326
H -2.011579 0.439318 0.198083 -0.609 -0.073 -0.602
O 5.150278 4.311590 1.830779 0.572 2.667 0.727
H 4.901409 3.465470 1.592214 -0.637 -2.828 -0.775
H 4.320333 4.796517 1.850520 0.065 0.161 0.047
```
Positions in Å, forces in eV/Å.

The value obtained for the energy above the lowest of the compared OMol25 structures with the same formula, charge and spin is 248.7 kJ/mol. The SMILES is CCCCC.O. Its orbital gap is 11.110 eV. As for the charge: 0.

---

ORCA calculation (ωB97M-V with the def2-TZVPD basis set) on a 6-piece molecular cluster, H12O6 overall at a distorted geometry.

```
18
Properties=species:S:1:pos:R:3:forces:R:3
O 1.817725 -0.703592 -0.845742 -0.550 0.507 -0.386
H 1.236035 -0.812401 -1.620740 0.050 -0.022 0.427
H 2.454001 -1.403683 -0.917903 0.462 -0.492 -0.034
O 1.147190 -1.268290 2.578864 0.247 0.288 0.604
H 2.096329 -1.107407 2.565161 0.143 -0.273 -0.556
H 0.922946 -0.681715 3.312439 -0.552 -0.058 -0.114
O -0.297488 1.710135 1.373186 0.063 -0.798 0.161
H -0.565690 2.598260 1.564268 -0.269 0.724 0.264
H -0.122808 1.738378 0.423759 0.090 -0.039 -0.294
O -1.625087 -1.132716 0.609248 0.697 0.515 0.836
H -1.568346 -0.281354 1.097558 -0.141 -0.309 -0.532
H -0.882798 -1.599509 1.043149 -0.276 0.035 -0.428
O -0.456042 2.255400 -1.391796 0.326 -0.198 -0.520
H 0.232507 1.966180 -2.013011 -0.046 0.190 0.354
H -1.180541 1.673782 -1.642352 -0.206 -0.098 0.098
O -0.719531 -0.875787 -2.131387 -0.035 0.242 -0.611
H -1.389953 -1.166507 -2.766589 0.205 0.042 0.460
H -1.098453 -0.909174 -1.238120 -0.209 -0.255 0.272
```
Positions in Å, forces in eV/Å.

The value obtained for the energy above the lowest of the compared OMol25 structures with the same formula, charge and spin is 79.3 kJ/mol. The SMILES is O.O.O.O.O.O. Its orbital gap is 11.584 eV. As for the charge: 0.

---

ORCA calculation (ωB97M-V with the def2-TZVPD basis set) on C5H8N2 as an isolated structure at a distorted geometry.

```
15
Properties=species:S:1:pos:R:3:forces:R:3
C 1.956813 -0.353214 1.252837 0.302 0.314 0.506
C -2.077902 -0.045233 -1.443298 0.342 -0.735 -0.181
C -0.853455 -0.119372 -0.590098 -2.287 -1.212 -1.480
C 0.065530 -1.051237 -0.230500 -3.855 -2.370 -2.854
N 0.818635 -0.199485 0.414474 5.345 1.559 3.238
N -0.205854 2.061518 0.445251 0.554 -0.573 0.153
C -0.078297 0.838052 0.159529 -0.600 1.971 0.044
H 0.583054 2.365514 1.017598 -0.029 0.139 0.046
H 0.137409 -2.121688 -0.424788 0.420 0.356 0.286
H 2.758965 0.318852 0.932399 0.084 -0.099 0.096
H 2.339808 -1.379275 1.220811 -0.210 0.203 -0.128
H 1.711572 -0.118651 2.294004 0.146 -0.068 0.111
H -1.811158 -0.241791 -2.487950 -0.100 0.375 -0.039
H -2.590162 0.915015 -1.365774 0.083 -0.160 0.052
H -2.754958 -0.869004 -1.194493 -0.196 0.300 0.150
```
Positions in Å, forces in eV/Å.

The value obtained for the energy above the lowest of the compared OMol25 structures with the same formula, charge and spin is 282.7 kJ/mol. Its orbital gap is 8.135 eV. As for the charge: 0.

---

ORCA calculation (ωB97M-V with the def2-TZVPD basis set) on one molecule with the formula C5H9NO2 at a distorted geometry.

```
17
Properties=species:S:1:pos:R:3:forces:R:3
N -1.319749 0.383332 -2.938696 -0.249 -0.568 -0.375
C -1.098255 0.525344 -1.584973 1.032 0.545 0.032
C -0.893182 -0.483298 -0.743397 -0.605 -1.012 -0.666
C -0.516716 -0.530751 0.686521 -0.090 1.752 1.308
C 1.023295 -0.675463 0.910105 -0.581 -1.144 0.192
C 1.729997 0.476077 1.613278 -0.679 -0.448 -1.018
O 2.693279 1.064175 1.216118 0.183 0.098 0.403
O 1.070474 0.718379 2.766499 -0.355 -0.421 0.248
H -1.547018 -0.529183 -3.309297 0.080 0.238 0.213
H -1.479935 1.139895 -3.574487 -0.039 0.221 0.367
H -0.868614 1.541757 -1.272178 -0.387 0.032 0.013
H -1.020509 -1.485825 -1.167401 0.015 0.133 -0.063
H -0.778118 0.372972 1.262380 -0.223 0.081 -0.612
H -1.165814 -1.256011 1.187496 0.681 -0.439 -0.021
H 1.425567 -0.964341 -0.059090 0.613 0.443 0.215
H 1.183390 -1.518817 1.591901 0.102 -0.038 -0.096
H 1.561907 1.221756 3.415220 0.502 0.528 -0.140
```
Positions in Å, forces in eV/Å.

The value obtained for the energy above the lowest of the compared OMol25 structures with the same formula, charge and spin is 103.4 kJ/mol. The SMILES is N/C=C/CCC(=O)O. Its orbital gap is 8.716 eV. As for the charge: 0.

---

ORCA calculation (ωB97M-V with the def2-TZVPD basis set) on a 4-piece molecular cluster, C2H14N2O3 overall at a distorted geometry.

```
21
Properties=species:S:1:pos:R:3:forces:R:3
C 1.353470 -0.323315 1.551433 -0.147 0.278 1.951
C -0.016205 -0.387251 0.896934 0.557 -0.942 -0.592
N -1.144131 -0.832551 1.696583 2.484 2.868 1.416
N 2.402016 0.146990 0.640652 0.130 -0.306 0.585
H 1.291261 0.313194 2.452335 0.138 0.264 -0.523
H 1.554197 -1.296152 2.027736 0.089 -0.051 -0.515
H -0.271833 0.579672 0.359547 -0.102 -0.674 0.676
H 0.079542 -1.123205 0.087389 -0.346 0.252 -0.182
H -1.919876 -0.947096 1.041131 -1.032 -0.443 -0.394
H -1.333509 -0.275369 2.549132 0.301 -0.834 -0.078
H 3.154664 0.553418 1.199544 -0.301 0.021 -0.128
H 2.842825 -0.664889 0.215857 -0.119 0.120 -0.235
H 1.781929 1.756768 -0.708717 0.254 -0.406 0.191
H 1.509525 1.603571 -2.224018 0.302 0.302 0.092
O 1.097889 1.824555 -1.380215 -0.415 0.183 -0.505
H -2.342322 -0.451311 -1.107230 0.408 0.485 0.452
H -2.513713 -1.762472 -0.348403 -0.452 -0.183 -0.249
O -2.497387 -0.808538 -0.200130 -1.311 -0.671 -1.973
H -0.523320 -0.416983 -2.704592 -0.131 0.069 -0.182
H -0.223406 0.860907 -1.897056 -0.769 -0.259 -0.136
O -0.969333 0.322324 -2.274751 0.461 -0.074 0.329
```
Positions in Å, forces in eV/Å.

The value obtained for the energy above the lowest of the compared OMol25 structures with the same formula, charge and spin is 8.6 kJ/mol. As for the expectation value of S²: 0.754. Its orbital gap (spin up / spin down) is 11.210 / 6.539 eV. As for the charge: +1. As for the multiplicity: 2.